(1)
Here is a molecular structure, C15H8CoN3O5 at a distorted geometry from the OMol25 dataset. Energies are from ωB97M-V/def2-TZVPD.

Each line ends with the Mulliken charge.
Element x y z (Å)
Co 0.1898 -0.7533 0.0184  0.01
H -1.7404 0.0822 4.8092  0.35
C 0.3357 -2.2984 6.1762  -0.55
C -1.4410 -0.2520 6.9083  -0.97
C -0.2965 2.3166 -3.0861  0.17
N -1.1091 -0.4210 10.4184  -0.23
C -0.9609 -0.6859 9.2868  -0.16
H 1.0164 -3.0958 5.8829  0.36
C -0.4395 -0.9794 2.8558  -0.15
H 0.7052 0.1464 -1.2793  0.10
H -1.1288 -0.1338 2.9322  0.25
C 2.0160 -0.1979 -0.4090  0.33
H 0.5986 -2.6227 8.2826  0.49
H -2.1353 0.5315 7.2102  0.49
C 0.0963 -2.0277 7.5222  -0.91
C -1.2096 -0.5072 5.5579  -0.63
O -0.2096 3.3544 -3.5505  -0.17
C -0.2951 -1.5134 5.2175  2.33
C -1.6654 -0.4964 0.1792  0.41
O -2.8122 -0.5230 0.4416  -0.24
H 1.4158 -3.3974 3.9220  0.47
C -0.6243 -2.2802 -0.5819  0.36
C 0.9125 -2.6725 3.3258  -0.11
O 3.1634 -0.0888 -0.2269  -0.23
N 0.0342 -1.7314 3.8731  0.34
O -1.0383 -3.2973 -0.9828  -0.22
H 1.5686 -2.9656 1.2141  0.50
C -0.7725 -0.9935 7.8935  0.57
C 0.0643 1.0757 0.7596  0.15
O -0.0060 2.0327 1.4078  -0.20
N 0.1388 -1.4040 1.7335  0.14
C 0.9808 -2.4692 1.9907  -1.08

Computed properties:
- HOMO level (spin up / spin down) (eV) = -13.50 / -16.46
- total energy (Ha) = -2498.7372
- E_LUMO (spin up / spin down) (eV) = -8.05 / -11.79
- total charge = +2
- multiplicity = 5
- <S²> = 6.102
- HOMO-LUMO gap (spin up / spin down) (eV) = 5.45 / 4.67


(2)
Here is a molecular structure, C15H9AuBrNS5 at a distorted geometry from the OMol25 dataset. Energies are from ωB97M-V/def2-TZVPD.

Each line ends with the Mulliken charge.
Element x y z (Å)
C -4.8311 -0.0492 -3.4177  0.10
H 4.4994 2.0106 -0.7731  0.37
C 3.9148 1.1123 -0.9261  -0.64
C 3.5565 -1.3038 2.7218  -0.18
N 1.7876 0.0371 -0.8426  0.01
Br 4.4615 -2.7794 -2.1945  -0.26
C 4.1888 -0.2626 3.4153  -0.70
C 1.4578 -0.0367 2.5601  1.02
C -2.6890 -0.6678 -1.9975  0.09
H 5.5714 -0.0866 -1.6230  0.41
C 2.1120 0.9924 3.3296  -0.77
H 4.1191 -2.2035 2.4881  0.34
H 1.5444 1.8807 3.5812  0.36
S -6.2112 -0.0892 -4.3633  -0.41
C 2.2466 -1.2172 2.3091  -0.69
S -1.5094 -1.6985 -1.2300  -0.55
S -4.0027 -1.4423 -2.8637  -0.16
Au -0.5402 0.0020 0.2880  0.58
C 0.1605 0.0929 2.1153  -1.30
H 1.6790 -1.9221 -1.4346  0.35
C 4.5163 -0.0448 -1.3916  -0.16
H 1.7786 -2.0336 1.7717  0.38
S -1.5946 1.7647 -1.2332  -0.57
C 3.4330 0.8779 3.7064  -0.13
C 3.7030 -1.1461 -1.5612  -0.10
C -2.7194 0.6855 -1.9986  0.13
S -4.0711 1.3863 -2.8727  -0.16
C 2.3468 -1.0780 -1.2886  -0.16
H 5.2311 -0.3327 3.7026  0.33
H 2.0432 1.9765 -0.2677  0.34
C 2.5551 1.1004 -0.6529  -0.20
H 3.8957 1.6979 4.2497  0.33

Computed properties:
- HOMO level (spin up / spin down) (eV) = -0.19 / -0.19
- total energy (Ha) = -5332.3530
- E_LUMO (spin up / spin down) (eV) = 3.96 / 3.96
- total charge = -2
- HOMO-LUMO gap (spin up / spin down) (eV) = 4.15 / 4.15
- relative energy (zero: lowest compared OMol25 entry of this formula, charge and spin) (kJ/mol) = 0.0


(3)
Here is 2 unconnected molecules or ions with the total composition C15H9F3NO7S4 at a distorted geometry from the OMol25 dataset. Energies are from ωB97M-V/def2-TZVPD.

Each line ends with the Mulliken charge.
Element x y z (Å)
H 0.0456 2.0183 3.8716  0.39
C -0.0989 0.9843 3.5295  -0.69
O -0.4185 3.0852 -2.0030  -0.70
O 2.3569 -2.6366 1.5419  -0.72
C 4.1468 0.1180 -1.4220  0.70
C -3.9309 -0.6525 -2.3646  -0.44
C -4.0052 0.7130 -2.0829  -0.57
C -2.8357 1.4344 -1.8697  -0.62
C -1.6072 0.7803 -1.8558  0.06
C -0.3642 -1.6236 2.4898  -0.19
H -2.6294 -2.3721 -2.5926  0.44
S 0.0963 -1.4927 -1.9623  0.93
S 2.5883 0.9359 2.6270  1.18
C -2.6966 -1.3066 -2.3594  -0.76
C -1.4246 -1.0243 3.1841  -0.71
H -2.3623 -1.5613 3.3354  0.36
C -1.3000 0.2760 3.7212  -0.37
O 2.5944 1.9995 1.6562  -0.61
H -0.4449 -2.6161 2.0583  0.45
O 0.0051 -2.4825 -3.0191  -0.70
C 2.1832 -1.4810 1.9240  0.42
O 0.4554 1.4098 -0.3464  -0.22
H -4.8417 -1.2026 -2.5769  0.37
O 0.2805 -1.9216 -0.5854  -0.28
C -1.5509 -0.5868 -2.0618  0.33
H -2.1274 0.7323 4.2887  0.34
H 0.6043 1.0514 -3.8328  0.39
N 3.1175 -0.4870 2.0614  -0.67
C 0.8598 -0.9594 2.3849  0.23
C 1.0607 1.0730 -2.8408  -0.34
S -0.0716 1.7283 -1.6473  1.23
F 3.7788 -1.0593 -0.9180  -0.13
H -4.9608 1.2232 -2.0147  0.38
C 0.9354 0.3275 2.8550  0.36
S 2.6237 0.9732 -2.7134  -0.23
O 3.0769 1.2346 3.9483  -0.76
H -2.8668 2.4988 -1.6962  0.47
F 4.5239 0.9334 -0.4406  -0.13
F 5.2042 -0.0644 -2.2712  -0.21

Computed properties:
- HOMO level (eV) = -4.94
- total energy (Ha) = -3050.6457
- E_LUMO (eV) = -0.72
- total charge = -1
- HOMO-LUMO gap (eV) = 4.22


(4)
Here is a molecular structure, C16F48LiN8O32S16 at a distorted geometry from the OMol25 dataset. Energies are from ωB97M-V/def2-TZVPD.

Each line ends with the Mulliken charge.
Element x y z (Å)
O 1.1872 2.6714 -2.4211  -0.52
C -3.1950 -4.9223 -2.8829  0.54
C 0.5126 -0.0596 2.9299  0.24
F -3.1217 2.0773 -0.1833  0.10
F -1.1538 1.4884 -3.3777  -0.18
O -0.5995 3.5111 4.6837  -0.56
O 0.6009 -2.8195 6.1231  -0.46
F 2.5160 1.5888 -0.2988  -0.05
F 6.1716 -0.6608 -5.1914  -0.26
F -1.9019 6.7726 3.7871  -0.23
F 3.5213 0.4407 1.3447  -0.18
F 1.7542 5.2295 -1.4486  -0.15
F 2.4515 -3.4275 0.5636  -0.20
C 3.3788 0.6110 0.0196  0.54
F -5.7988 3.1194 5.1301  -0.21
F -0.2003 -4.1969 3.9463  -0.14
F 4.6818 -2.7802 5.5062  -0.23
N -2.1774 4.2201 2.5110  -0.04
F -4.2427 -0.8401 -0.6748  -0.15
O -0.1750 3.1652 1.4264  -0.25
S -1.8526 4.0964 4.2610  0.73
F 1.0962 -1.2511 3.2509  -0.09
O -3.2210 -7.1335 -4.7156  -0.67
F 3.5869 4.8216 -2.1398  -0.25
N 4.8822 0.5829 -2.4969  -0.03
C -4.0510 2.7938 -0.8111  0.38
N -1.8017 -4.9757 -5.1672  -0.36
F -3.3239 -2.8348 -0.2119  -0.20
N -1.7339 -1.1297 1.8524  -0.32
N 3.2649 2.8007 -4.1109  -0.04
O -4.0809 -2.2068 2.9396  -0.66
F 1.9269 -5.2050 3.8509  -0.24
S -5.6164 2.7866 0.2228  0.74
O 2.1481 -2.8799 -2.2978  -0.51
F -7.3677 4.4076 4.6360  -0.28
F 4.1440 -1.0661 -4.8670  -0.19
O -1.8222 1.2166 2.9220  -0.04
F 5.3419 3.7949 -7.1262  -0.25
F 2.7590 -0.4375 -0.6241  0.14
Li -0.3983 -1.0277 0.5370  1.12
S 0.8467 -3.0191 -1.6442  0.46
C 3.9667 -2.1473 6.4104  0.66
O -2.9689 3.3367 4.8474  -0.56
N 2.4727 -4.7570 6.7189  -0.52
F -0.8621 6.1464 5.6413  -0.22
O -6.4048 3.8167 -0.3340  -0.68
C 1.3015 -3.8304 0.0921  0.38
F 0.3051 -6.2389 4.6740  -0.28
O 4.0638 -3.8685 8.5470  -0.73
S 3.0644 -3.3564 7.5761  0.94
F 0.7036 0.3310 1.6276  -0.14
C -6.2159 3.8879 4.1525  0.65
F 1.0388 -5.7719 -4.2652  -0.18
S -0.6688 4.4123 1.9127  0.55
F -3.0513 -5.3497 -1.5730  -0.21
C 5.0349 3.0901 -6.0662  0.61
F 2.9956 -1.5278 5.7653  -0.16
O -0.1924 -3.9348 -2.1851  -0.01
F -0.4385 6.7011 0.4191  -0.30
F 2.3664 6.1111 -3.3618  -0.23
O -1.7066 -0.7516 4.4212  -0.66
F 2.0210 -5.9069 -6.1929  -0.25
O -0.7854 -5.1773 -7.5904  -0.69
O 6.0130 0.3010 0.0356  -0.65
F -4.4811 -5.0042 -3.2411  -0.27
N 0.3140 -1.7155 -1.1500  -0.53
O 6.9815 -0.6607 -2.3839  -0.61
O 0.2590 5.2852 2.7130  -0.71
O -1.1464 -6.7090 -3.3547  -0.56
F -2.8573 -3.6331 -2.9418  -0.14
C 0.7634 -4.9658 4.5634  0.56
S 1.0109 -4.2409 6.3134  1.13
S -6.5055 2.9488 2.5046  0.79
O 0.7175 4.0373 -4.4223  -0.70
O -6.6033 1.5354 2.8846  -0.62
F -5.3821 4.8952 3.8118  -0.23
C 2.3926 5.0945 -2.5503  0.51
C 1.0612 -5.2471 -5.5269  0.60
O 3.1710 4.9107 -5.4564  -0.65
F 0.4352 -3.5101 0.9918  -0.39
F 1.2166 -3.8919 -5.4573  -0.13
O 0.0897 -5.0216 7.1572  -0.75
C -4.1729 -1.9102 0.2385  0.46
S -0.6704 -5.7447 -6.2847  0.87
O -0.3666 -1.6857 -3.7709  -0.59
F 5.8969 3.2866 -5.1177  -0.23
F 5.0899 1.8169 -6.3589  -0.23
F -3.6893 4.0811 -1.0208  -0.21
C -1.0915 5.5556 0.3491  0.44
S -3.5322 -1.2156 2.0105  0.92
O 2.2544 2.8044 -6.3579  -0.65
O -6.1207 1.4161 0.1201  -0.62
N -5.0421 3.1974 1.6412  -0.03
O -4.0312 0.1448 2.1369  -0.58
F 4.6773 -1.2752 7.0465  -0.22
C 5.3928 -1.3190 -4.3498  0.56
S 5.0922 1.0095 -0.8100  0.89
O -0.6122 -7.2002 -6.2750  -0.62
O 5.2761 2.5157 -0.7949  -0.74
F 1.2432 -5.1292 -0.0397  -0.19
F -5.4000 -2.4112 0.4339  -0.22
O 4.8561 -1.8460 -1.8521  -0.53
O 2.0610 -2.4576 8.1483  -0.57
F -2.3810 5.9176 0.4302  -0.25
S 0.1725 -0.8591 -2.7157  0.82
S -1.3817 -0.1790 3.1208  0.87
S 1.7237 3.5134 -3.4941  1.02
S -2.2247 -6.1720 -4.1737  0.91
F -0.7766 1.1142 -1.2297  0.13
C -1.9676 5.9594 4.9065  0.52
C -1.1763 0.5463 -2.3754  0.04
F -4.3970 2.1976 -1.9748  -0.23
F -3.0970 6.1634 5.5187  -0.19
F -2.3704 0.0045 -2.3094  -0.16
F -0.7434 5.0107 -0.7998  -0.13
S 3.2299 3.4776 -5.5130  0.76
F 5.6013 -2.6554 -4.4377  -0.24
F 0.8575 0.7336 3.8945  -0.13
S 5.6206 -0.7892 -2.5227  0.68
O -7.7167 3.6711 2.0491  -0.67
O 1.4896 -0.2344 -2.9474  -0.34

Computed properties:
- HOMO level (eV) = 3.45
- total energy (Ha) = -14626.5715
- E_LUMO (eV) = 9.99
- total charge = -7
- HOMO-LUMO gap (eV) = 6.54
- relative energy (zero: lowest compared OMol25 entry of this formula, charge and spin) (kJ/mol) = 1311.3


(5)
Here is a molecular structure, C16H10Br2F6N3O2SbV at a distorted geometry from the OMol25 dataset. Energies are from ωB97M-V/def2-TZVPD.

Each line ends with the Mulliken charge.
Element x y z (Å)
H 0.2576 -1.9516 -0.4841  0.50
C -1.0117 3.1267 0.6133  0.35
V 0.8239 0.9474 0.0135  1.19
Sb -2.7110 -0.6469 1.2975  2.36
N -0.1828 1.9511 -1.2803  0.51
F -1.9143 -2.2134 0.6888  -0.51
C -0.1250 2.1889 2.5843  -0.37
N -0.2001 2.2573 1.2543  0.20
C 4.0509 -2.1295 -0.8867  -0.55
C -1.7709 4.0348 1.3321  -0.24
C 4.2248 0.1632 -0.4065  0.10
Br -2.7846 4.2062 -4.3183  0.10
H -0.8164 1.9937 -4.5741  0.49
C -1.6889 3.9775 2.7337  -0.17
F -2.4471 0.0340 -0.4423  -0.58
O 4.9677 0.9831 -0.2812  0.04
C -0.1232 1.6321 -2.5974  -0.10
C 1.9374 -3.2206 -0.9254  -0.78
H 3.7995 -4.2408 -1.2960  0.53
C 3.3023 -3.3057 -1.0646  -0.45
H -2.4741 4.4128 -1.4118  0.53
C 3.3737 -0.9585 -0.5889  0.83
H 5.1334 -2.1358 -0.9745  0.55
N 2.0105 -0.8487 -0.4455  -0.16
C 1.3344 -1.9863 -0.6139  -0.05
Br -2.6957 5.1382 3.7516  0.46
C -0.8873 2.2777 -3.5322  -0.76
F -2.7649 1.1891 1.7704  -0.51
C -1.7487 3.3047 -3.1168  -0.23
H -2.4171 4.7488 0.8390  0.61
F -4.4785 -1.0720 1.3684  -0.40
O 2.1299 1.7369 0.3164  -0.43
F -0.2129 -0.2077 0.8668  -0.31
H 1.2996 -4.0889 -1.0413  0.49
H 0.5276 1.4430 3.0222  0.58
C -1.8035 3.6304 -1.7404  -0.56
H -0.8069 2.9785 4.4653  0.54
C -0.8683 3.0433 3.3856  -0.51
F -1.9285 -0.8976 2.9555  -0.48
H 0.5591 0.8404 -2.8943  0.50
C -1.0222 2.9495 -0.8535  0.68

Computed properties:
- HOMO level (spin up / spin down) (eV) = -21.12 / -21.13
- total energy (Ha) = -7860.3417
- E_LUMO (spin up / spin down) (eV) = -15.86 / -17.15
- total charge = +4
- multiplicity = 2
- <S²> = 0.777
- HOMO-LUMO gap (spin up / spin down) (eV) = 5.26 / 3.98